ORCA calculation (the ωB97M-V functional and the def2-TZVPD basis) on a molecular structure, C32H26BrClNO5PTi.

Structure (XYZ):
```
68
Properties=species:S:1:pos:R:3:mulliken_charge:R:1
C 4.21 2.93 -0.31 -1.006
Br 2.96 -0.93 1.83 -0.082
H -0.88 1.24 5.19 0.584
H -1.62 7.85 -1.01 0.387
Ti 0.67 0.14 0.05 -0.051
O 1.89 -0.67 -1.04 -0.294
C -2.99 -1.36 5.94 0.420
O 1.16 0.39 -1.68 -0.222
C -0.36 4.93 0.15 -0.316
C -4.38 0.14 -2.51 -0.529
H -2.99 0.01 -4.14 0.429
C -0.01 1.10 1.89 0.105
H 2.07 3.12 -0.55 0.438
H -0.21 -3.42 1.89 0.221
H 6.25 2.38 0.06 0.402
C -1.24 -3.22 1.60 -0.812
H 0.30 -3.63 3.89 0.500
C -1.44 -1.73 1.21 0.935
C -2.14 4.53 -1.43 -0.477
C -1.29 -2.32 4.51 1.351
C -1.49 6.78 -0.88 -0.535
C -1.17 4.04 -0.55 0.412
H -1.52 -3.89 0.78 0.408
H 5.62 0.27 1.25 0.432
Cl -3.37 -0.39 7.28 -0.122
C -3.71 -2.72 4.12 -0.426
O -0.49 -1.35 0.43 -0.672
C 3.53 0.68 0.97 0.626
H 0.10 6.98 0.54 0.422
C -4.58 0.56 -1.20 -0.689
C -2.03 2.49 2.29 -0.510
H 0.79 0.25 3.70 0.548
C -2.35 -2.87 3.72 0.506
C 2.89 2.54 -0.15 -0.077
C -2.30 5.90 -1.59 -0.677
H -5.06 -1.79 5.50 0.475
C -2.13 0.98 -2.44 -0.332
H -2.77 3.85 -1.98 0.395
C -4.03 -1.96 5.21 -0.663
C 0.15 -2.60 4.22 -1.530
C -1.06 1.93 1.46 0.320
C 4.88 0.94 0.86 -0.811
H -1.17 1.12 -2.91 0.400
O -2.38 -1.11 1.62 -0.414
H -4.45 -3.18 3.48 0.507
C -1.98 2.22 3.64 -1.211
C -0.53 6.29 -0.01 -0.693
O -2.19 -3.56 2.62 -0.472
C -0.01 0.86 3.27 0.097
H 0.74 -2.44 5.12 0.466
H -5.18 -0.35 -3.04 0.393
H -3.71 1.50 0.52 0.307
H -3.05 6.27 -2.27 0.421
C -2.33 1.42 -1.13 0.385
H 0.38 4.56 0.84 0.418
P -0.94 2.26 -0.31 0.844
H -2.79 3.15 1.89 0.627
H -5.53 0.39 -0.71 0.417
C -3.56 1.20 -0.51 -0.013
H -0.89 -1.13 6.24 0.513
H 0.52 -1.93 3.44 -0.085
C -3.16 0.35 -3.12 -0.747
H 4.44 3.84 -0.84 0.453
C -0.95 1.41 4.13 -0.743
H -2.70 2.65 4.32 0.476
C -1.65 -1.57 5.60 -0.896
N 2.55 1.43 0.51 0.275
C 5.21 2.11 0.19 -0.205
```

## Properties
E_HOMO (alpha / beta) = -10.6939 / -10.6933 eV
Net charge = +1
2S+1 = 2
Relative energy (zero: lowest compared OMol25 entry of this formula, charge and spin) = 76.6 kcal per mole



ORCA calculation (the ωB97M-V functional and the def2-TZVPD basis) on a molecular structure, C32H26GeI2N3O2Pb.

Structure (XYZ):
```
67
Properties=species:S:1:pos:R:3:mulliken_charge:R:1
C 2.05 -0.81 3.04 -0.265
C 3.04 -0.91 4.00 -0.626
I -4.17 6.17 -1.04 0.091
H -2.46 3.62 1.54 0.490
C 1.41 0.01 -5.79 -0.169
H -2.96 -3.67 3.98 0.278
C -2.85 -0.32 3.21 -0.570
O 2.45 4.02 -1.12 -0.587
C -3.26 -1.55 3.76 -0.426
H -3.28 0.68 3.45 0.362
H 0.92 -6.07 -1.31 0.418
H -4.09 -1.49 4.48 0.347
N 0.41 0.42 -3.26 -0.128
H -2.44 -3.72 -2.50 0.534
H -1.62 -1.86 -1.17 0.290
C 0.80 -1.05 -5.11 -0.731
H -1.34 4.62 3.63 0.337
C 3.20 -2.44 1.69 -0.183
H 1.91 -0.23 -6.73 0.383
C 0.47 4.00 0.15 0.571
C -1.20 -1.52 1.88 0.254
H 2.34 1.94 -5.53 0.474
H 1.08 5.03 3.37 0.431
H 1.77 0.24 -0.39 0.699
H 3.28 -2.98 0.73 0.211
H -0.18 -1.57 -3.29 0.218
H 5.03 -3.12 2.26 0.331
C -1.73 -0.35 2.36 0.005
I -4.85 2.38 -0.99 0.026
C -1.65 -2.73 2.43 -0.358
C -4.69 4.32 -2.11 -0.869
H 1.68 -4.29 0.16 0.169
C 0.27 -5.22 -1.19 -0.609
C 0.29 -0.79 -3.84 0.063
C -0.84 4.56 2.61 -0.659
H 0.80 -2.06 -5.52 0.432
C -1.11 -2.85 -1.10 -0.339
C 1.17 4.65 1.24 -0.448
H -1.29 -5.84 -2.53 0.456
H -5.64 4.51 -2.59 0.444
N -0.81 3.60 0.37 -0.149
N 0.60 2.95 -2.01 -0.233
C 0.57 4.81 2.45 -0.367
C -2.69 -2.74 3.35 -0.685
C -1.58 -3.85 -1.91 -0.641
H 2.95 -0.37 4.94 0.376
C 4.07 -1.80 3.83 -0.557
C 1.26 2.71 -3.19 0.294
C 0.06 -3.03 -0.31 0.484
C 4.18 -2.49 2.60 -0.535
C 1.29 3.66 -1.00 0.197
C -1.41 3.86 1.56 -0.301
H -1.37 0.64 1.98 0.147
C 1.05 1.40 -3.92 0.559
H -1.19 -3.72 2.24 0.263
H 2.17 5.10 1.07 0.438
C 2.06 -1.60 1.87 0.241
Pb -0.67 1.23 -1.25 1.039
H 1.23 -0.12 3.20 0.337
H -3.94 4.11 -2.82 0.348
C 0.71 -4.26 -0.31 -0.354
C -0.89 -5.07 -1.93 -0.698
H 4.79 -1.86 4.58 0.445
C 0.73 -0.03 -0.21 -1.243
Ge 0.47 -1.60 0.79 1.588
C 1.61 1.24 -5.18 -0.728
O 2.04 3.50 -3.70 -0.614
```

## Properties
E_HOMO (alpha / beta) = -11.5277 / -11.5804 eV
Net charge = +1
2S+1 = 1



ORCA calculation (the ωB97M-V functional and the def2-TZVPD basis) on a molecular structure, C32H27BrIN5O10SV.

Structure (XYZ):
```
78
Properties=species:S:1:pos:R:3:mulliken_charge:R:1
C -0.51 0.59 -1.84 1.114
H -2.92 -2.39 -3.30 0.323
H 3.80 -4.17 -1.84 0.313
H 2.01 -4.22 4.19 0.306
H -1.61 -2.53 4.02 0.310
C -0.10 1.68 -3.96 -1.083
C 1.57 -2.33 -3.23 0.292
H 3.60 -3.00 -4.08 0.323
C -2.25 0.60 -3.57 -0.299
C -2.64 3.25 4.33 -0.676
N -4.58 3.31 1.24 -0.704
H -1.16 0.81 3.84 0.854
C -1.70 0.10 -2.46 0.682
C 1.76 1.49 -2.30 0.140
N 2.56 2.27 -2.98 -0.830
C -3.20 1.42 0.96 1.134
O -3.08 0.28 0.28 -0.783
O -1.40 2.71 4.72 -0.388
C -4.07 2.38 0.45 0.313
C 0.95 -1.09 3.34 -0.527
H 2.71 -1.71 4.36 0.364
H 6.54 4.11 -1.66 0.373
C 0.17 -3.74 3.47 -0.628
C -1.68 0.62 2.89 -0.934
C -0.27 -1.48 2.48 0.769
C -4.32 3.34 2.54 -0.749
O 0.86 -1.92 -4.12 -0.615
N 2.37 1.06 -1.15 0.628
O -1.72 -4.78 1.42 -0.770
C 3.60 1.67 -1.04 0.388
O -2.46 -2.51 0.88 -0.374
H -3.79 1.92 -1.65 0.058
C 1.42 -3.39 3.76 -0.698
C -2.15 -2.36 -2.49 -0.588
N 1.08 -2.72 -1.95 -0.125
H -0.06 -4.83 3.38 0.319
H 1.27 -2.87 0.62 0.523
C -2.63 1.60 2.33 -0.189
V -1.51 -0.96 0.33 0.214
H -1.26 2.96 5.61 0.260
N -1.26 -0.46 2.16 0.311
H -5.03 3.97 3.08 0.395
H -3.35 2.98 5.19 0.231
C 2.06 -3.07 -1.21 0.310
H -5.48 1.63 -1.01 0.206
S -2.33 -3.54 1.92 1.158
O 0.16 -1.73 1.16 -0.154
H -1.10 -2.58 -2.90 0.060
O 2.16 -3.18 0.15 -0.636
C 0.38 1.33 -2.68 -0.204
I 1.49 0.88 3.30 0.059
H 6.38 2.72 0.49 0.317
C 4.61 1.62 -0.09 -0.714
C 3.45 -3.12 -1.86 -0.548
H -2.44 -3.12 -1.67 0.249
H -2.75 4.32 4.19 0.259
C -3.15 2.70 3.03 0.499
H 4.12 -2.52 -1.29 0.270
C -4.58 2.27 -0.96 -1.063
Br -1.87 2.24 -5.92 -0.266
C 3.69 2.42 -2.26 0.291
H 0.55 2.25 -4.64 0.443
C -0.93 -2.74 3.12 -0.037
C 3.10 -2.47 -3.18 -0.558
O -3.54 -3.66 2.75 -0.730
H 4.68 0.78 0.63 0.357
C 4.68 3.34 -2.48 -0.441
C 5.71 3.45 -1.48 -0.623
C 5.66 2.62 -0.35 -0.438
C -1.44 1.51 -4.29 -0.058
H -3.25 0.28 -4.01 0.284
H -4.99 3.26 -1.25 0.442
O -2.16 -1.01 -1.77 -0.365
H 1.81 0.68 -0.34 -0.203
O -0.18 0.31 -0.59 -0.252
H 3.58 -1.50 -3.23 0.167
H 4.58 4.01 -3.34 0.386
C 1.80 -2.02 3.83 -0.446
```

## Properties
E_HOMO (alpha / beta) = 0.0717 / -2.0580 eV
Net charge = -2
2S+1 = 4
Relative energy (zero: lowest compared OMol25 entry of this formula, charge and spin) = 72.3 kcal per mole



> net charge of number 3 (C32H27BrIN5O10SV)?

-2